Record 1
Molecular formula: C27H49Cl10N3O4Si
Method: DFT, ωB97M-V/def2-TZVPD

```
94
C27H49Cl10N3O4Si | OMol25 | ωB97M-V/def2-TZVPD
H -3.172 -3.448 1.768
H -2.091 -0.767 2.938
Cl -5.065 -2.967 -3.424
H 7.355 0.629 -1.047
H -3.583 -2.783 -5.239
C 0.315 -0.768 -0.540
H -5.960 -1.371 1.598
C -3.695 -2.270 -4.290
Cl -3.697 -5.825 -3.558
C -3.294 -2.414 2.118
H 0.909 3.721 -3.079
O 2.786 4.765 1.638
H 2.179 3.733 -1.863
H 2.025 -2.107 0.002
H -2.212 1.718 -0.904
C -5.103 -0.713 1.380
C -0.731 -2.223 1.911
O 2.445 0.705 -0.038
H -6.854 -0.969 -1.039
H -0.730 -1.083 -0.709
N 4.119 2.406 -0.444
H 0.532 -2.913 -0.544
N -0.861 0.638 1.257
H -4.232 -2.225 0.187
C 2.210 1.003 2.279
C 0.364 -0.101 0.854
Cl 5.732 -1.042 -1.398
H 1.718 -3.683 -3.716
C 4.127 4.264 5.571
H 6.065 1.171 -2.140
H 2.614 -4.177 -2.277
C 1.718 1.432 3.469
H -5.094 -1.121 -1.346
C 1.706 -3.656 -2.619
H 2.867 -1.942 -2.038
C -1.999 -1.839 2.726
Cl 5.759 4.444 4.916
Cl 7.735 -0.038 -3.281
Cl 7.211 1.235 2.780
H 6.934 3.496 2.183
C -5.558 0.265 0.276
H -0.349 -3.149 2.366
C 0.638 2.369 0.791
C -4.656 -7.180 -4.162
C 1.422 1.066 0.966
H -1.908 2.554 -2.409
H -4.931 -0.120 2.292
H -1.408 4.575 0.185
H -1.117 1.000 -2.178
O 1.067 3.537 1.514
H -3.886 -1.215 -4.456
C -0.714 2.004 1.502
C -1.429 1.908 -1.653
C 1.799 -2.181 -2.141
C 6.811 2.550 1.668
C -5.894 -0.432 -1.065
C -0.733 4.674 -0.682
C 3.396 1.576 -0.121
Cl -4.639 -7.254 -5.929
H 1.691 2.187 -2.716
H -4.244 -8.104 -3.771
H 1.388 2.457 3.645
H 0.562 -0.093 -1.367
O -1.418 2.724 2.128
C 1.356 3.128 -2.261
H -1.892 -2.320 3.715
C 1.188 -2.047 -0.700
C 0.432 -1.198 1.970
Si 0.007 2.944 -0.958
H -6.476 0.779 0.602
H -1.387 4.915 -1.531
H 0.376 -0.719 2.955
C 6.721 0.346 -1.883
Cl 7.859 2.538 0.241
H -3.132 -0.886 0.484
Cl 3.286 2.877 4.850
H 4.196 4.114 6.644
H -4.803 1.038 0.061
H -5.681 -7.058 -3.828
N 2.105 4.203 0.872
H 0.029 5.440 -0.509
H -4.049 -2.421 2.921
H 1.372 -1.455 -2.844
H 3.216 0.561 2.302
H 0.861 -4.210 -2.198
Cl -2.191 -2.438 -3.368
H 1.565 0.734 4.300
H 5.783 2.433 1.341
H -1.047 -2.499 0.895
H -1.690 0.354 0.750
C -3.869 -1.543 0.973
H 1.381 -1.751 1.966
H -6.019 0.340 -1.840
H 3.561 5.164 5.355
```

Calculated values
Kohn-Sham gap (eV): 8.446
HOMO energy (eV): -8.8
Largest force on an atom (eV/Å): 2.81
E_tot (eV): -174550.197
SMILES string: C=C[C@@]1(OC#N)[C@@](CCCC)(CCCCCCCC)NC(=O)[C@]1(ON=O)[Si](C)(C)C.ClCCl.ClCCl.ClCCl.ClCCl.ClCCl
E_LUMO (eV): -0.3

Charge distribution, Mulliken scheme, values in e:
1. H 0.4487
2. H 0.3631
3. Cl -0.1446
4. H -0.0179
5. H 0.3620
6. C -1.1338
7. H 0.4012
8. C -0.4940
9. Cl -0.0792
10. C -1.4568
11. H 0.4409
12. O -0.4436
13. H 0.3383
14. H 0.4113
15. H 0.0304
16. C -0.8548
17. C -0.9993
18. O -0.1303
19. H 0.3301
20. H 0.3814
21. N -0.5948
22. H 0.2674
23. N 0.8797
24. H 0.2137
25. C -0.8430
26. C 1.7469
27. Cl -0.1694
28. H 0.3822
29. C -0.4023
30. H 0.1975
31. H 0.3720
32. C -1.9896
33. H -0.0503
34. C -1.4083
35. H -0.2250
36. C -0.5564
37. Cl -0.1441
38. Cl -0.1942
39. Cl -0.1796
40. H 0.2016
41. C -0.4022
42. H 0.3221
43. C 1.9884
44. C -0.3132
45. C 1.1750
46. H 0.5532
47. H 0.3361
48. H 0.3390
49. H 0.2612
50. O -0.3450
51. H 0.3282
52. C -1.0656
53. C -0.8898
54. C -0.0714
55. C 0.6444
56. C -0.8608
57. C -1.3239
58. C 0.2671
59. Cl -0.1590
60. H 0.2951
61. H 0.2939
62. H 0.5294
63. H 0.2483
64. O -0.5835
65. C -1.1744
66. H 0.4529
67. C -0.7576
68. C -1.0358
69. Si 0.5497
70. H 0.3960
71. H 0.3798
72. H 0.3890
73. C 0.1341
74. Cl -0.1857
75. H 0.0390
76. Cl -0.0195
77. H 0.3690
78. H 0.1064
79. H 0.2546
80. N 0.2554
81. H 0.2999
82. H 0.4804
83. H 0.4969
84. H 0.4958
85. H 0.3359
86. Cl -0.0518
87. H 0.3990
88. H -0.4978
89. H 0.2356
90. H -0.6345
91. C 0.1887
92. H 0.6402
93. H 0.3768
94. H 0.2572

Record 2
Molecular formula: C27H49ClN7P
Method: DFT, ωB97M-V/def2-TZVPD

```
85
C27H49ClN7P | OMol25 | ωB97M-V/def2-TZVPD
C 2.917 0.261 3.007
H -1.423 1.291 -7.127
C 1.741 4.834 2.187
N -2.040 -3.560 -0.473
H -2.491 -0.791 -2.683
H 0.852 -0.420 8.675
H -2.783 -6.296 0.226
H 1.987 6.612 1.021
H -5.183 -1.064 -1.244
H -5.585 -7.844 0.187
C -3.395 -2.754 -2.570
H 2.303 -1.427 8.647
H 0.885 -0.321 2.408
H 0.550 -1.473 -0.201
H 3.833 3.189 -5.359
H 4.340 3.154 -2.333
H -0.543 4.951 0.515
H 3.807 -0.318 3.305
C -5.580 -6.759 0.313
C 3.109 1.598 -3.170
H -4.048 -0.927 -3.487
H 1.484 0.673 6.383
C 0.323 5.528 0.188
H -0.276 -0.915 -7.084
N -0.151 3.296 3.156
H 3.065 1.417 6.194
H 3.728 0.626 8.472
H 2.012 -0.342 10.003
H 0.908 4.900 -0.488
C -4.598 -6.348 1.418
C 1.922 -0.416 2.040
H 3.356 0.877 -2.392
C -2.626 -3.220 -1.411
C 0.684 3.981 2.740
C 3.069 -0.658 6.147
C -5.213 -6.149 -0.969
N -4.909 -5.623 -1.952
Cl 3.832 -0.527 -0.224
C 2.532 0.600 6.680
C -0.754 -0.522 -6.186
H 2.189 -1.486 1.907
H -4.258 0.429 -1.425
H -2.914 -3.130 -3.474
H 3.045 4.245 -4.182
H -4.636 -5.264 1.547
N 2.780 1.453 3.476
N 0.801 2.707 -2.593
H -1.618 2.667 -5.070
C 1.158 5.995 1.374
H 1.219 -0.597 -1.639
H -2.538 1.171 -4.876
H 2.383 4.207 1.564
H -1.744 -0.976 -6.109
C 3.951 3.674 -4.387
H -0.962 1.365 -4.095
P 2.067 0.429 0.388
H 2.989 1.047 -4.105
C 4.219 2.647 -3.293
C -1.534 1.583 -4.998
C 2.670 0.668 8.205
C -3.165 -6.775 1.128
H -3.096 -7.857 1.000
C 1.915 -0.445 8.922
H 4.778 4.381 -4.463
H 5.156 2.127 -3.498
H 2.343 5.206 3.017
H -3.612 -0.888 -0.452
H -0.045 6.382 -0.381
H 1.908 1.854 3.114
N 0.743 -1.158 -4.130
H 0.143 1.428 -6.348
H -4.386 -3.205 -2.512
C 0.826 -0.477 -0.608
N 3.498 -1.653 5.743
C -0.859 1.007 -6.237
H -2.508 -6.491 1.950
H -4.936 -6.794 2.356
H 2.295 1.638 8.536
H 0.551 6.623 2.029
H -6.595 -6.447 0.560
C -4.176 -0.656 -1.357
C -3.491 -1.223 -2.595
C 0.051 -0.926 -5.026
C 1.818 2.218 -2.847
H -0.064 0.188 -0.678
```

Calculated values
Kohn-Sham gap (eV): 9.585
HOMO energy (eV): -8.9
Energy above the lowest of the compared OMol25 structures with the same formula, charge and spin (kcal/mol): 2.5
Largest force on an atom (eV/Å): 1.57
E_tot (eV): -61035.480
SMILES string: [H]/N=C\CP(C)Cl.CCCC#N.CCCC#N.CCCC#N.CCCC#N.CCCC#N.CCCC#N
E_LUMO (eV): 0.6

Charge distribution, Mulliken scheme, values in e:
1. C -0.3374
2. H 0.3238
3. C -0.1358
4. N -0.5148
5. H -0.0305
6. H 0.2910
7. H 0.2740
8. H 0.3219
9. H 0.3541
10. H 0.2879
11. C -0.3035
12. H 0.3549
13. H 0.4503
14. H 0.4134
15. H 0.2906
16. H 0.3086
17. H 0.3474
18. H 0.5192
19. C -0.4540
20. C 0.5325
21. H 0.2727
22. H 0.2825
23. C -1.0058
24. H 0.3108
25. N -0.5249
26. H 0.2981
27. H 0.3119
28. H 0.3361
29. H 0.1775
30. C -0.4014
31. C -0.9164
32. H -0.2325
33. C 0.2045
34. C 0.1738
35. C 0.3118
36. C 0.2925
37. N -0.4597
38. Cl -0.3494
39. C -0.2772
40. C -0.4538
41. H 0.4587
42. H 0.3783
43. H 0.3108
44. H 0.3080
45. H 0.2809
46. N -0.5462
47. N -0.5958
48. H 0.3429
49. C -0.5124
50. H 0.1584
51. H 0.2516
52. H 0.2343
53. H 0.2580
54. C -1.1682
55. H 0.0931
56. P 0.3414
57. H 0.3125
58. C -0.6031
59. C -0.8277
60. C -0.5314
61. C -1.0726
62. H 0.3375
63. C -1.1563
64. H 0.3615
65. H 0.3711
66. H 0.3447
67. H 0.3586
68. H 0.3486
69. H 0.2134
70. N -0.4751
71. H 0.2761
72. H 0.3120
73. C -0.8331
74. N -0.5337
75. C -0.4307
76. H 0.3028
77. H 0.3150
78. H 0.3346
79. H 0.2956
80. H 0.2741
81. C -1.4425
82. C 0.1243
83. C 0.2972
84. C 0.1635
85. H 0.3243